Run w
{
  "formula": "C3H17HfO7",
  "method": "the ωB97M-V functional and the def2-TZVPD basis",
  "homo_ev": -12.0,
  "gap_ev": 8.68,
  "charge": 1,
  "molar_mass_g_mol": 343.652,
  "symbols": ["Hf", "C", "O", "H", "H", "H", "C", "O", "H", "H", "H", "C", "O", "H", "H", "H", "O", "H", "H", "O", "H", "H", "O", "H", "H", "O", "H", "H"],
  "coordinates": [[-0.1100, 0.2287, -0.2117], [-3.3185, 0.1968, 0.6066], [-1.8927, 0.0792, 0.5504], [-3.7560, 0.6282, 1.4736], [-3.7830, -0.8024, 0.3852], [-3.6046, 0.8840, -0.2513], [2.8157, 0.0712, 0.7571], [1.7733, 0.6568, -0.0230], [3.7058, 0.3216, 0.3104], [2.6089, -0.9429, 0.9744], [2.7591, 0.5433, 1.7225], [1.6232, -1.8892, -1.8802], [0.6318, -0.9872, -1.5571], [2.3679, -1.4205, -2.5046], [1.1106, -2.7322, -2.2677], [2.0409, -2.2207, -0.9234], [0.1895, 0.8875, 2.0205], [-0.4938, 1.1881, 2.6684], [0.9529, 1.3822, 2.3404], [0.0164, -1.6338, 0.8654], [0.4890, -2.3339, 0.4410], [-0.7939, -1.9878, 1.3447], [-0.2901, 2.3194, -0.1602], [-1.1783, 2.6159, 0.1267], [0.3193, 2.9640, 0.1358], [-1.2506, 0.6454, -1.9604], [-1.7048, -0.0589, -2.3998], [-1.2280, 1.3971, -2.5836]]
}

Run x
{
  "formula": "C3H17HfO7",
  "method": "the ωB97M-V functional and the def2-TZVPD basis",
  "homo_ev": -12.2,
  "gap_ev": 9.07,
  "charge": 1,
  "molar_mass_g_mol": 343.652,
  "symbols": ["Hf", "C", "O", "H", "H", "H", "C", "O", "H", "H", "H", "C", "O", "H", "H", "H", "O", "H", "H", "O", "H", "H", "O", "H", "H", "O", "H", "H"],
  "coordinates": [[0.1316, -0.3192, -0.0503], [2.9544, 1.0148, -0.4669], [1.9974, 0.0352, -0.7164], [3.0346, 1.4684, -1.4756], [3.8290, 0.5926, 0.0216], [2.5589, 1.7991, 0.1984], [-3.0319, -0.3807, -0.8753], [-1.7404, -0.5975, -0.3671], [-3.3806, -1.2282, -1.5313], [-2.7359, 0.5671, -1.3172], [-3.6937, -0.2843, -0.0621], [0.0758, 1.2144, 2.6182], [0.7232, 0.5312, 1.6125], [0.5339, 0.9036, 3.5288], [-0.9738, 0.9275, 2.5568], [0.1793, 2.3257, 2.3317], [-0.3087, -1.7702, 1.5114], [0.0851, -2.0007, 2.3655], [-0.8940, -2.5158, 1.2967], [-0.0056, -0.3075, -2.1614], [-0.7689, -0.1185, -2.6832], [0.6908, -0.0304, -2.8238], [-0.4113, 1.7553, -0.3159], [-0.0132, 2.4451, 0.2417], [-1.1813, 2.2470, -0.5537], [0.6789, -2.3681, -0.8040], [1.4168, -2.9582, -0.6377], [0.2497, -2.9476, -1.4413]]
}

Least stable: run x

Run w
{
  "formula": "C14H42O7",
  "method": "the ωB97M-V functional and the def2-TZVPD basis",
  "homo_ev": -9.9,
  "gap_ev": 10.36,
  "charge": 0,
  "smiles": "CCO.CCO.CCO.CCO.CCO.CCO.CCO",
  "molar_mass_g_mol": 322.483,
  "symbols": ["C", "C", "O", "H", "H", "H", "H", "H", "H", "C", "C", "O", "H", "H", "H", "H", "H", "H", "C", "C", "O", "H", "H", "H", "H", "H", "H", "C", "C", "O", "H", "H", "H", "H", "H", "H", "C", "C", "O", "H", "H", "H", "H", "H", "H", "C", "C", "O", "H", "H", "H", "H", "H", "H", "C", "C", "O", "H", "H", "H", "H", "H", "H"],
  "coordinates": [[1.1615, 4.4609, 2.0174], [1.9315, 4.5768, 3.3229], [2.8345, 5.6945, 3.2733], [0.3720, 5.2109, 1.9173], [0.6176, 3.5179, 1.9125], [1.8336, 4.5739, 1.1684], [2.6072, 3.7182, 3.4068], [1.3074, 4.6233, 4.2086], [3.4650, 5.5355, 2.5678], [0.5607, 5.4636, -2.1983], [0.1442, 4.3430, -1.2640], [-0.8472, 3.5555, -1.9433], [0.9016, 6.2896, -1.5622], [-0.2780, 5.9108, -2.7325], [1.2913, 5.1594, -2.9449], [-0.2804, 4.8022, -0.3660], [0.9838, 3.7012, -0.9773], [-1.4995, 3.2272, -1.2998], [4.6662, -2.6366, -0.6219], [3.8815, -3.5205, 0.3446], [4.1763, -4.8706, 0.0560], [5.6362, -3.1090, -0.7845], [4.9031, -1.6706, -0.1804], [4.1351, -2.5898, -1.5698], [2.7954, -3.3488, 0.3562], [4.1024, -3.2029, 1.3770], [3.6857, -5.4401, 0.6558], [0.5839, -1.0609, -0.1083], [0.0990, 0.2911, 0.3177], [-1.3046, 0.1500, 0.5704], [0.3839, -1.9198, 0.5369], [1.6784, -1.1116, -0.1426], [0.1544, -1.3181, -1.0743], [0.2916, 1.0450, -0.4535], [0.5152, 0.6499, 1.2675], [-1.7031, 0.8794, 1.0443], [-1.3784, -5.3233, 0.5515], [-1.4672, -6.0139, 1.9167], [-2.6035, -6.8638, 1.8928], [-2.1517, -4.5499, 0.5447], [-1.6093, -6.0043, -0.2637], [-0.4461, -4.7736, 0.4246], [-1.5235, -5.2166, 2.6647], [-0.5507, -6.5771, 2.1229], [-2.8341, -7.0533, 2.8086], [-1.6495, -3.7740, -4.5296], [-1.2741, -2.8334, -3.4047], [0.0942, -2.8821, -3.0252], [-2.6805, -3.5624, -4.8222], [-1.6660, -4.8033, -4.1572], [-1.0066, -3.7747, -5.4077], [-1.8831, -3.0614, -2.5287], [-1.5302, -1.8211, -3.7343], [0.5454, -2.0695, -3.2566], [-3.8245, 3.2401, 2.1227], [-2.8395, 3.5960, 1.0590], [-2.7716, 2.5688, 0.0293], [-3.6545, 2.2117, 2.4469], [-4.8566, 3.3466, 1.7826], [-3.6860, 3.8720, 3.0028], [-1.8415, 3.6668, 1.4919], [-3.0311, 4.4873, 0.4467], [-3.6677, 2.3876, -0.2763]]
}

Run x
{
  "formula": "C14H42O7",
  "method": "the ωB97M-V functional and the def2-TZVPD basis",
  "homo_ev": -9.2,
  "gap_ev": 9.68,
  "charge": 0,
  "smiles": "CCO.CCO.CCO.CCO.CCO.CCO.CCO",
  "molar_mass_g_mol": 322.483,
  "symbols": ["C", "C", "O", "H", "H", "H", "H", "H", "H", "C", "C", "O", "H", "H", "H", "H", "H", "H", "C", "C", "O", "H", "H", "H", "H", "H", "H", "C", "C", "O", "H", "H", "H", "H", "H", "H", "C", "C", "O", "H", "H", "H", "H", "H", "H", "C", "C", "O", "H", "H", "H", "H", "H", "H", "C", "C", "O", "H", "H", "H", "H", "H", "H"],
  "coordinates": [[2.2374, -2.4777, 0.8784], [1.4614, -1.3269, 1.5666], [0.0486, -1.7924, 1.6911], [3.2649, -2.2121, 0.8361], [1.8449, -2.6430, -0.0314], [2.0426, -3.4471, 1.3347], [1.5305, -0.5014, 0.6683], [1.8908, -1.2137, 2.6044], [-0.2210, -1.8695, 2.6647], [-1.4066, -2.5600, -2.7675], [-1.0579, -2.8130, -1.2648], [-0.8724, -1.5052, -0.7082], [-0.8018, -2.0061, -3.2094], [-2.5166, -2.0611, -2.7513], [-1.5120, -3.5215, -3.2546], [-0.1190, -3.4443, -1.2326], [-1.8119, -3.4277, -0.7987], [-0.6443, -1.6312, 0.1339], [5.6977, 0.6250, 0.7645], [4.9549, 0.5309, -0.6303], [3.7273, 1.2305, -0.5865], [6.6816, 0.1621, 0.7526], [5.0399, 0.3794, 1.6814], [5.9743, 1.6714, 1.0599], [4.7637, -0.4924, -0.7506], [5.4497, 0.7811, -1.5999], [2.9662, 0.8817, -1.0162], [-1.5804, 1.7626, 0.5869], [-0.6254, 2.0430, -0.5787], [-1.0922, 1.2252, -1.6651], [-1.4766, 0.6567, 1.0101], [-2.6589, 1.9872, 0.2589], [-1.4640, 2.3520, 1.5236], [0.4416, 1.8370, -0.3129], [-0.7833, 3.1312, -0.7433], [-0.7296, 0.3820, -1.7423], [2.5640, 1.8055, -3.3894], [2.0129, 0.3573, -3.6555], [2.2507, -0.4430, -2.5642], [2.4205, 2.6239, -4.3587], [3.6012, 1.7591, -3.4703], [2.0495, 2.2127, -2.3690], [2.2810, -0.1051, -4.4567], [0.9872, 0.4335, -3.9231], [2.4345, -1.1884, -2.9052], [-5.9128, -0.2515, -1.0090], [-4.3982, -0.3178, -1.0273], [-3.7736, 0.6970, -1.8533], [-6.4226, -0.9158, -0.1878], [-6.0833, -0.4637, -2.1605], [-6.2965, 0.6954, -0.7919], [-4.0104, -1.2890, -1.2557], [-4.0590, -0.0609, -0.0809], [-2.7984, 0.6422, -1.8151], [-1.4164, 1.8639, 4.4183], [-2.2289, 1.2574, 5.5022], [-1.2900, 0.7605, 6.4960], [-0.9616, 2.6946, 4.5778], [-2.0895, 1.9572, 3.6007], [-0.5236, 1.2586, 3.9644], [-2.5920, 0.5258, 5.0993], [-2.8943, 2.1219, 5.8679], [-1.4945, 0.6759, 7.3753]]
}

Least stable: run x

Run w
{
  "formula": "C15H56BNO24",
  "method": "the ωB97M-V functional and the def2-TZVPD basis",
  "homo_ev": -9.3,
  "gap_ev": 8.36,
  "charge": 0,
  "molar_mass_g_mol": 645.408,
  "symbols": ["C", "C", "C", "C", "N", "C", "C", "C", "C", "C", "C", "C", "H", "H", "H", "H", "H", "H", "H", "H", "H", "H", "H", "H", "H", "H", "H", "H", "H", "H", "H", "H", "H", "H", "H", "H", "O", "C", "O", "B", "O", "C", "O", "O", "C", "O", "C", "O", "O", "O", "H", "H", "O", "H", "H", "O", "H", "H", "O", "H", "H", "O", "H", "H", "O", "H", "H", "O", "H", "H", "O", "H", "H", "O", "H", "H", "O", "H", "H", "O", "H", "H", "O", "H", "H", "O", "H", "H", "O", "H", "H", "O", "H", "H", "O", "H", "H"],
  "coordinates": [[-1.8913, 1.3475, 5.8740], [-2.4773, 2.2025, 4.7150], [-3.5743, 1.4035, 3.9010], [-3.0663, 0.2065, 3.0880], [-4.0373, -0.8525, 2.8230], [-4.9843, -0.4645, 1.7810], [-6.3653, -0.7855, 2.2380], [-6.2533, -0.9305, 3.8340], [-4.8033, -1.3825, 3.9370], [-3.2253, -2.0525, 2.1710], [-2.2233, -2.7965, 2.9540], [-1.9683, -4.2085, 2.4210], [-2.8133, 1.0255, 6.5260], [-1.2113, 1.7605, 6.4450], [-1.2883, 0.3955, 5.4980], [-1.6783, 2.4705, 4.1490], [-2.6713, 3.2405, 5.3990], [-3.8983, 2.2915, 3.2130], [-4.4103, 1.3165, 4.4870], [-2.2303, -0.3655, 3.5550], [-2.7053, 0.5125, 2.1540], [-4.9523, -0.7145, 0.5960], [-4.9573, 0.6095, 1.7510], [-6.6243, -1.8505, 1.8010], [-7.0883, -0.0075, 1.9980], [-7.0793, -1.4615, 4.2550], [-6.2533, 0.0615, 4.3960], [-4.8733, -2.3825, 3.9740], [-4.5613, -1.1055, 4.8040], [-2.7393, -1.5845, 1.2130], [-3.6823, -2.7455, 1.6670], [-2.7433, -2.9365, 3.9170], [-1.2333, -2.2145, 3.1270], [-0.8683, -4.5805, 2.6580], [-2.0933, -4.1775, 1.3560], [-2.8543, -4.9405, 2.6510], [-0.1873, 0.1485, 1.6700], [0.3237, 0.5075, 0.5900], [0.5427, -0.3205, -0.3480], [0.7767, 0.4635, -1.4920], [0.6207, 1.9025, -1.0180], [0.4147, 1.8155, 0.1940], [0.5747, 2.7275, 0.9350], [-0.0823, 0.2465, -2.7110], [0.6297, -0.0805, -3.6090], [0.1317, -0.3965, -4.7210], [2.0237, -0.0735, -3.2280], [2.1177, 0.1205, -1.9970], [2.9897, -0.1925, -3.9920], [2.5337, -3.2275, -4.5230], [2.7527, -2.9925, -3.6650], [1.5947, -3.6665, -4.4480], [4.7277, 0.7975, -1.5620], [4.7147, 0.2295, -0.7640], [3.9057, 0.9755, -1.9950], [1.6097, -3.3765, 0.2620], [2.1807, -3.5345, 0.9490], [1.1547, -2.6255, 0.3660], [1.6897, 1.2285, 3.5860], [0.8707, 0.7895, 3.1640], [1.5837, 2.1945, 3.3450], [1.2427, 4.1105, 3.6160], [1.9167, 4.7075, 3.0880], [0.5527, 3.6605, 3.1630], [1.3777, 5.1685, -0.8870], [1.1617, 4.2825, -0.2710], [1.4077, 4.8365, -1.8270], [-1.3323, 0.9845, -6.7070], [-1.0033, 0.4355, -6.0020], [-0.6193, 1.1215, -7.3550], [4.2697, -1.1105, 0.3210], [5.0727, -1.5305, 0.2050], [3.6887, -1.4475, -0.3990], [3.3757, 4.3875, 0.9380], [3.3127, 4.8705, 1.8070], [2.5967, 4.6865, 0.2950], [3.7047, 2.1365, 0.7980], [4.0677, 1.9645, -0.1360], [3.4127, 2.9575, 0.9440], [4.5037, 0.9205, -6.8240], [4.3837, -0.0395, -6.5740], [5.0877, 1.2905, -6.1160], [4.1247, -1.6745, -6.4550], [3.7017, -1.9725, -5.6730], [3.4167, -1.5565, -7.0420], [5.5447, -1.1135, -3.4160], [4.6297, -1.0085, -3.6270], [5.3247, -0.4435, -2.8290], [0.0557, -3.1025, -6.4890], [-0.3853, -2.4735, -5.8800], [0.9377, -2.6335, -6.4900], [0.7867, 3.1385, -5.0980], [1.0437, 2.2725, -5.4450], [-0.2333, 3.0525, -4.8950], [3.0187, -2.6205, -2.0280], [3.7327, -3.3705, -1.7000], [2.3017, -2.8505, -1.3230]]
}

Run x
{
  "formula": "C15H56BNO24",
  "method": "the ωB97M-V functional and the def2-TZVPD basis",
  "homo_ev": -8.9,
  "gap_ev": 8.03,
  "charge": 0,
  "molar_mass_g_mol": 645.408,
  "symbols": ["C", "C", "C", "C", "N", "C", "C", "C", "C", "C", "C", "C", "H", "H", "H", "H", "H", "H", "H", "H", "H", "H", "H", "H", "H", "H", "H", "H", "H", "H", "H", "H", "H", "H", "H", "H", "O", "C", "O", "B", "O", "C", "O", "O", "C", "O", "C", "O", "O", "O", "H", "H", "O", "H", "H", "O", "H", "H", "O", "H", "H", "O", "H", "H", "O", "H", "H", "O", "H", "H", "O", "H", "H", "O", "H", "H", "O", "H", "H", "O", "H", "H", "O", "H", "H", "O", "H", "H", "O", "H", "H", "O", "H", "H", "O", "H", "H"],
  "coordinates": [[5.5723, -2.4916, -1.5624], [4.8912, -1.6374, -2.5998], [4.9980, -0.1362, -2.2280], [4.1909, 0.2953, -0.9382], [4.7802, 1.4087, -0.1221], [4.4912, 2.7187, -0.8326], [5.7585, 3.4151, -0.9282], [6.9075, 2.4663, -0.7648], [6.2222, 1.3701, 0.1802], [3.9194, 1.5084, 1.2434], [4.0791, 0.4004, 2.2631], [3.6622, 0.9317, 3.6124], [6.7565, -2.3118, -1.5250], [5.5510, -3.4903, -1.9449], [4.9638, -2.6415, -0.7777], [3.6276, -1.8731, -2.6565], [5.1760, -1.7662, -3.5194], [4.8628, 0.6641, -2.9798], [6.0124, 0.0227, -2.0919], [4.1945, -0.4642, -0.2277], [3.2348, 0.2905, -1.2370], [3.6126, 3.3223, -0.6411], [4.1996, 2.5605, -1.8878], [5.6774, 4.0189, -0.0644], [5.7270, 3.9740, -1.9853], [7.8545, 2.8729, -0.3273], [7.1804, 1.8818, -1.7335], [6.2470, 1.6014, 1.3177], [6.6541, 0.2653, 0.0923], [2.7688, 1.5226, 0.9454], [4.3003, 2.4684, 1.6375], [5.1186, 0.0045, 2.3126], [3.6310, -0.5231, 2.0921], [3.4689, 0.0268, 4.2682], [2.9529, 1.6337, 3.5615], [4.5541, 1.2272, 3.9370], [1.3643, -0.9219, -0.1895], [0.2523, -0.7141, -0.4184], [-0.5617, -0.0314, 0.3762], [-1.7495, 0.2481, -0.3285], [-1.5119, -0.2028, -1.6472], [-0.3602, -0.7126, -1.6983], [-0.0338, -1.6299, -2.5182], [-2.1079, 1.6909, -0.3323], [-3.2054, 1.8751, 0.0903], [-3.7596, 3.0473, 0.3018], [-3.7836, 0.5597, 0.4500], [-2.8731, -0.2988, 0.3622], [-4.9186, 0.3677, 0.9251], [-4.5252, 1.7996, 3.6880], [-4.2252, 0.9008, 3.3457], [-3.9331, 2.3537, 3.9234], [-4.2082, -2.7254, 0.4371], [-3.6800, -2.9859, 1.1218], [-4.2032, -1.7632, 0.2655], [-0.2979, -0.5839, 3.6686], [-0.0857, -1.4374, 3.8984], [-0.1194, -0.4774, 2.7341], [1.5335, -3.7508, -0.6163], [1.9070, -2.8942, -0.6695], [1.2580, -4.0892, -1.5569], [1.4020, -4.1416, -3.4772], [0.7881, -4.2157, -4.2260], [1.5692, -3.1846, -3.2945], [-2.3267, -1.6295, -4.6401], [-1.6757, -1.8219, -3.9789], [-3.2923, -1.2753, -4.3475], [-4.4890, 5.0025, -1.4654], [-4.2158, 4.3706, -0.9823], [-5.3192, 5.1853, -1.4277], [-2.2011, -3.1364, 2.2612], [-2.6216, -3.3937, 3.0909], [-2.1584, -2.2316, 2.0723], [-1.9437, -4.1378, -3.3014], [-1.3840, -4.7543, -3.7221], [-1.9336, -3.2727, -3.6182], [-1.9465, -3.7462, -1.0629], [-2.8887, -3.3965, -0.8819], [-1.7593, -3.5960, -2.0464], [-8.1388, 0.7612, 0.1039], [-7.7430, 0.9970, 1.0417], [-7.9104, -0.0674, 0.0086], [-7.1853, 1.3800, 2.5203], [-6.3053, 1.4791, 3.0143], [-7.5110, 2.1430, 2.1537], [-5.8757, -1.7113, 2.4555], [-5.3656, -0.9950, 2.1690], [-5.4650, -2.2854, 1.7913], [-4.6141, 4.8032, 2.8222], [-4.0240, 4.8367, 2.1529], [-4.9085, 4.0448, 2.7394], [-4.8538, 1.8922, -2.8800], [-5.3028, 2.3254, -2.1384], [-4.0643, 2.4462, -3.1696], [-3.0262, -0.4102, 3.3060], [-3.2391, -0.8475, 4.1915], [-2.0416, -0.5774, 3.2646]]
}

Least stable: run x